# 1
Formula: C18H27N9
Source: the OMol25 dataset
Level of theory: ωB97M-V with the def2-TZVPD basis set

Last column: Löwdin charge in e.
Element x y z (Å)
C -0.963 -2.696 -4.144  -0.094
C 6.365 -0.122 1.506  -0.057
H -3.421 -1.960 -2.314  0.076
C -1.444 -2.758 2.807  -0.070
C 1.220 2.929 3.107  -0.276
H 2.397 -0.301 -3.567  0.090
H -2.761 -3.527 -1.823  0.071
N 4.111 0.121 0.195  0.138
C -1.388 -2.067 4.086  -0.310
C -3.677 -2.962 -1.974  -0.069
N 2.334 2.669 3.077  0.153
H -0.749 2.612 3.715  0.087
H -5.697 0.378 0.774  0.082
C -3.816 0.228 1.607  -0.257
H -5.520 -0.892 1.966  0.049
H -0.280 4.299 3.489  0.087
C 1.578 1.440 -4.445  -0.282
N -0.790 -1.014 -1.273  0.161
N -4.815 -2.640 0.361  0.146
H 4.373 3.053 1.156  0.049
H -0.025 1.746 0.070  0.063
H 1.387 0.730 0.273  0.054
C 2.723 3.863 0.103  -0.290
C 5.110 0.030 0.754  -0.275
H 1.169 0.520 -2.624  0.051
H 7.162 0.087 0.794  0.083
H 3.879 4.725 1.675  0.077
N 1.760 3.720 -0.503  0.139
N -2.672 0.298 1.532  0.161
H -1.208 -2.854 -3.101  0.023
C -4.284 -2.775 -0.646  -0.247
C 3.963 4.010 0.863  -0.091
H -1.281 -1.673 -4.371  0.083
H 4.609 4.519 0.135  0.085
C -0.177 3.289 3.081  -0.064
H 0.080 -2.859 -4.392  0.084
C -5.283 0.146 1.756  -0.071
C -1.819 -3.505 -5.005  -0.292
H -0.603 3.334 2.081  0.077
H -5.603 0.882 2.484  0.080
C 1.454 0.243 -3.634  -0.065
C 0.295 0.735 0.308  -0.096
H -2.493 -2.861 2.529  0.071
H -0.002 0.394 1.299  0.059
H -4.396 -3.489 -2.592  0.090
H -0.840 -3.656 2.866  0.082
H 0.735 -0.430 -4.095  0.051
H -1.061 -2.008 2.106  0.057
N 1.678 2.389 -5.077  0.126
N -1.325 -1.515 5.085  0.119
C -0.274 -0.235 -0.601  -0.289
N -2.500 -4.126 -5.687  0.127
H 6.374 0.645 2.279  0.082
H 6.413 -1.111 1.946  0.083

Summary:
HOMO	-11.4	eV
orbital gap	11.83	eV
SMILES	CC#N.CC#N.CC#N.CC#N.CC#N.CC#N.CC#N.CC#N.CC#N
charge	0
LUMO energy	0.398	eV

***

# 2
Formula: C27H22ClFInN4O8Si
Source: the OMol25 dataset
Level of theory: ωB97M-V with the def2-TZVPD basis set

Last column: Löwdin charge in e.
Element x y z (Å)
C -1.005 -2.619 1.018  -0.141
C -2.936 2.225 -1.035  -0.056
C -0.546 1.312 2.779  -0.594
H 2.533 1.011 6.348  0.105
O 1.237 -2.176 1.595  -0.059
C -2.391 0.970 -0.830  -0.016
H 2.150 3.577 -4.452  0.098
H 2.806 5.207 -2.685  0.093
O -3.589 -5.251 1.203  0.097
H -0.511 -2.738 -1.586  0.026
H -1.543 -0.440 -2.985  0.006
H 0.242 1.554 5.474  0.117
H 2.681 4.468 -0.294  0.118
C 1.979 2.533 -0.798  -0.207
C 1.669 2.031 -3.070  -0.057
C -2.388 -4.814 0.751  -0.478
O -0.468 1.254 1.507  -0.077
H 0.801 -3.394 -2.552  0.043
O -1.577 -5.589 0.343  0.149
H -5.542 2.069 1.119  0.103
C 0.271 -3.011 1.732  -0.573
N 1.698 0.482 2.695  0.081
C -4.144 0.492 0.760  -0.036
N -1.173 -1.341 0.753  0.143
Si 0.880 -0.921 -2.602  0.432
C -4.070 2.620 -0.343  -0.080
C -3.076 -2.375 0.340  -0.580
C 0.758 0.959 3.494  -0.145
C 0.540 -2.607 -1.843  -0.146
C 2.426 -1.179 -3.667  -0.161
H 2.791 -0.273 -4.149  0.015
O 3.376 -0.382 0.839  -0.063
H 4.296 0.232 4.735  0.118
H 3.225 -1.549 -3.020  0.040
C 3.904 -0.204 1.988  -0.588
C 1.585 1.572 -1.737  -0.287
O 5.085 -0.294 2.294  0.044
C 2.102 3.301 -3.405  -0.105
C -4.674 1.754 0.556  -0.072
H -2.461 2.903 -1.733  0.110
C 2.472 4.212 -2.427  -0.112
N -2.440 -1.180 0.312  -0.034
C 2.932 0.230 3.096  -0.140
C -0.667 -0.500 -3.634  -0.161
C 2.301 0.876 5.299  -0.034
C -2.191 -3.343 0.776  -0.069
H 1.385 1.361 -3.867  0.068
H -4.579 -0.178 1.489  0.109
H -0.859 -1.280 -4.375  0.030
Cl -4.678 -2.553 -0.238  0.792
O 0.256 -4.018 2.414  0.090
C 3.281 0.431 4.421  0.020
N 1.135 0.313 -1.392  -0.112
H 1.145 -2.764 -0.947  0.031
C 1.022 1.167 4.835  0.017
H -1.484 0.661 -1.332  0.079
F 1.951 2.203 0.522  0.033
H -0.593 0.452 -4.163  0.020
H -4.132 -4.512 1.498  0.076
C 2.403 3.805 -1.104  -0.019
H -4.479 3.610 -0.494  0.100
H 2.246 -1.927 -4.442  0.027
C -3.009 0.109 0.061  -0.203
In 1.156 -0.184 0.694  0.940
O -1.512 1.641 3.461  0.034

Summary:
HOMO	-5.6	eV
orbital gap	7.72	eV
charge	-1
LUMO energy	2.171	eV